This record from the OMol25 dataset describes 17 unconnected molecules or ions with the total composition C51H136O17 at a distorted geometry. The level of theory is the ωB97M-V functional and the def2-TZVPD basis.

```
204
Properties=species:S:1:pos:R:3:forces:R:3
H -0.982 1.236 -0.665 -0.35 -0.62 -0.20
H -4.281 -0.816 2.508 -0.08 -0.14 -0.29
H -4.324 2.642 1.049 -0.27 0.56 -0.09
H 0.087 1.412 1.481 -0.52 0.17 0.44
H -3.230 3.825 1.872 -0.11 0.00 0.02
H 1.268 -8.212 -1.362 -0.02 0.00 -0.20
H 0.841 -1.825 4.553 0.79 0.20 0.57
H -4.431 -5.281 0.670 -0.22 0.42 0.39
H -6.392 -3.458 3.453 -0.14 0.02 -0.02
C -1.140 -9.047 -1.734 -0.03 -0.18 0.98
C 2.141 1.748 4.379 -0.09 0.59 1.47
C 2.896 2.781 -2.484 0.13 0.46 0.00
H 7.409 1.003 0.011 0.11 0.10 -0.37
C -3.554 -5.493 1.282 0.61 0.39 -1.16
O 3.411 1.809 2.421 1.53 3.35 -3.30
C -3.298 2.884 1.326 -0.68 -0.89 0.09
H -3.181 -2.183 2.768 0.11 0.16 -0.11
H -3.799 1.615 -4.072 -0.51 0.22 0.40
H 4.273 1.471 4.191 0.05 0.34 -0.06
H -2.692 -0.669 -0.988 0.48 0.10 -0.60
O 0.753 -8.084 -0.563 -0.74 -0.07 0.85
C -0.656 -6.597 -1.793 -0.08 0.69 0.91
H 0.468 -2.817 -2.128 -0.14 0.66 0.21
H -1.295 2.719 2.749 0.20 0.32 0.38
H -2.357 7.609 -5.309 -0.24 0.02 -0.11
H 4.370 -2.347 0.981 0.07 -0.13 0.11
C 0.891 0.492 0.015 -0.38 -1.98 0.45
H -2.954 -4.614 1.514 -0.33 0.37 0.03
C -0.632 -7.842 -0.938 1.23 -0.24 -2.02
H 0.194 -2.189 7.320 -0.06 -0.02 0.13
H 4.638 2.696 -4.710 -0.03 -0.10 0.05
C 0.061 1.222 -0.983 -0.55 0.79 -0.28
O 5.540 -3.121 -0.605 1.66 -0.32 0.52
H -1.230 -7.631 -0.051 0.34 -0.46 0.28
C 3.940 3.530 -4.637 0.40 -0.05 -0.54
C 0.576 5.754 3.885 1.29 -0.16 -0.55
H 1.122 4.834 4.093 0.19 0.04 0.02
C -6.308 -2.538 4.032 -0.27 0.49 -0.51
C 0.184 -1.862 5.421 -1.87 -0.21 -0.18
H 3.266 5.806 -3.616 0.31 -0.14 -0.15
C -3.712 -0.639 -1.369 0.38 -0.17 1.10
H 4.614 4.101 -2.738 0.08 -0.20 0.35
O 2.864 5.066 -3.155 -0.54 0.13 0.32
H 5.400 -4.059 -0.458 -0.46 0.05 0.29
H 3.201 -5.192 2.792 -0.16 -0.06 0.60
H 3.676 -2.705 -1.961 0.09 0.16 -0.13
C 4.533 -2.262 -0.093 -0.16 -0.62 -2.11
C -0.454 -0.474 5.661 0.39 -0.76 -1.04
H 3.327 -0.541 4.453 0.13 -1.22 0.03
C -4.846 -2.148 4.110 -0.46 -0.61 -0.88
C -1.517 6.544 2.696 0.38 -1.27 0.27
H 5.143 1.552 2.214 -0.56 -0.03 -0.03
C 3.663 3.876 -3.220 -0.23 -0.25 0.40
H 4.443 4.395 -5.070 -0.14 -0.04 -0.53
H 1.238 0.185 -4.469 0.20 -0.25 -0.22
C -3.700 5.071 -5.470 -0.85 -1.01 -1.34
H -0.439 -4.060 -2.732 -0.43 -0.10 -0.58
H -4.449 -4.783 3.629 0.45 0.24 0.19
H -1.885 5.454 -0.723 -0.02 -0.23 -0.39
H 3.320 -0.221 -7.552 -0.16 0.46 -0.41
H 1.182 1.528 3.910 0.17 0.05 -0.37
H 2.949 -3.688 -0.765 -0.01 0.01 0.60
H 6.979 3.204 2.076 0.35 0.42 -0.15
H -0.130 0.997 -5.236 -0.06 -0.03 -0.16
H -1.323 -2.885 -1.811 0.10 0.30 0.09
H 0.396 0.157 5.919 -0.63 0.35 0.56
C -2.600 -6.618 3.221 1.15 -1.31 1.17
H 5.589 -0.643 -1.349 -0.53 -0.78 -0.43
H -5.735 0.899 -1.112 -0.05 -0.04 0.05
H 0.318 -3.937 0.832 -0.33 0.40 0.13
H 0.425 -1.830 -5.375 -0.18 0.18 -0.33
H -4.492 -3.252 5.589 0.19 -0.65 0.30
H 4.168 -0.660 2.876 0.09 0.28 0.06
H -1.944 6.978 3.601 0.23 0.45 0.00
H 1.876 -4.196 3.637 0.10 -0.64 0.34
O -1.365 4.533 3.989 -1.71 -1.83 0.75
O -1.400 1.910 2.242 0.13 -0.99 0.52
H -2.131 -1.845 -5.424 -0.07 -0.17 -0.22
H 0.720 5.044 0.201 -0.20 -0.15 -0.12
H 5.767 -0.549 0.334 0.27 -0.38 0.25
H 3.018 3.268 -5.156 0.09 0.22 -0.19
O 0.839 -2.270 6.614 0.66 0.08 -0.45
C -4.068 0.669 -2.086 -0.36 -0.79 0.87
H 2.606 -3.695 2.197 -0.13 0.08 -0.55
H -6.782 -2.683 5.003 0.19 -0.04 0.14
C -0.849 -2.917 5.032 -0.72 -0.27 -0.21
H -0.551 -0.805 1.070 -0.26 0.37 -0.10
H -2.955 -2.208 -3.934 0.02 -0.13 0.15
C 0.953 0.874 -5.263 -0.11 0.72 -0.05
C -4.228 -1.885 2.712 -0.05 -0.01 1.18
C 2.956 0.278 -6.654 0.98 0.04 0.82
H -3.129 2.427 4.223 -0.27 0.17 -0.13
H -4.764 -1.287 4.774 0.43 0.22 -0.07
C 5.058 -0.877 -0.426 -0.09 1.27 1.52
C 3.307 -0.249 3.403 0.09 -0.16 2.11
H 3.259 -0.423 -5.877 -0.27 -0.04 0.33
H -2.558 0.599 -3.559 0.15 -0.41 0.04
C -3.858 -6.311 2.500 -0.42 0.90 -0.58
H -0.459 -3.935 5.055 0.34 0.06 0.08
H -2.363 6.125 2.152 0.07 0.43 -0.47
H -0.931 -0.062 4.771 0.31 -0.05 -0.41
H -0.070 -5.846 -1.263 -0.01 0.21 -0.05
C 2.289 -4.601 2.713 -0.32 0.43 -0.92
H -1.700 6.990 -0.019 0.53 0.39 -0.21
H -3.928 -1.605 -1.825 -0.10 0.30 -0.58
H -1.304 -0.555 6.338 0.44 0.13 0.72
H -1.683 -6.230 -1.798 -0.04 0.14 -0.63
O 1.898 -5.819 0.683 0.90 0.24 0.14
O -1.493 4.436 -4.761 -0.15 -1.31 -1.11
H -6.852 -1.735 3.535 -0.23 -0.05 -0.14
H -2.003 6.918 -1.771 -0.50 -0.21 0.17
H 1.383 1.847 -5.024 -0.10 0.05 0.18
O -4.774 -5.640 3.342 -0.90 -0.89 -0.20
H 1.263 -0.948 -7.883 -0.11 -0.32 -0.08
C 3.357 1.274 3.635 -1.32 -3.28 0.85
O 0.213 5.347 -2.349 -1.49 -0.14 0.24
H 1.429 -6.586 0.349 -0.08 -0.47 -0.28
C -2.456 5.473 -4.829 1.89 0.86 2.30
H -1.635 6.564 -6.544 -0.13 -0.17 -0.05
H -2.164 -3.535 -4.830 0.07 0.03 -0.01
C -0.757 -2.188 -3.827 -0.23 -0.15 0.05
H 0.268 7.275 -1.876 -0.03 0.53 0.52
H -4.477 5.827 -5.352 0.20 0.22 -0.42
H 4.872 3.485 1.082 -0.67 -0.50 -0.31
H -0.877 -9.933 -1.156 -0.51 -0.19 0.09
C -3.467 1.607 3.590 1.20 -0.44 -1.36
H -3.037 0.801 1.596 0.52 -0.25 0.11
C 3.321 -2.678 -0.931 -0.40 0.64 -0.55
H 1.135 5.415 -2.607 0.53 -0.24 -0.17
O 0.976 1.165 1.216 1.00 1.09 1.05
C 0.233 -0.919 0.321 0.60 1.19 -0.63
H -1.868 -7.122 2.590 0.17 0.30 -0.27
H 3.511 1.194 -6.452 0.12 0.08 -0.31
C -0.524 -2.990 -2.545 0.12 -0.51 -0.27
H -0.653 -1.118 -3.647 -0.67 0.32 0.62
C -0.025 6.362 -1.358 1.02 -0.43 0.61
H 0.766 6.724 0.669 0.17 0.23 -0.12
H 8.424 2.490 0.120 0.04 -0.11 -0.07
C 1.277 -5.419 1.895 0.53 -0.55 0.06
H 0.203 0.771 -1.965 -0.37 0.14 -0.13
H -0.358 4.698 2.320 -0.06 0.27 -0.39
H -0.894 4.573 -4.024 0.05 0.40 0.32
C 1.467 0.513 -6.636 0.68 -1.21 0.08
H -0.692 -5.355 0.940 0.26 -0.35 0.05
H 2.781 3.117 -1.454 -0.16 -0.39 0.12
O -4.170 -3.274 4.685 0.37 0.64 0.28
H 2.627 1.680 1.882 -0.74 -0.34 0.04
C 6.649 2.402 1.417 1.09 0.40 -1.26
C 7.851 1.747 0.674 -0.98 0.26 0.29
H -2.142 -5.768 3.727 -0.02 0.47 -0.53
C 0.012 -4.741 1.501 -0.47 0.87 0.28
H -0.811 6.875 -5.029 0.04 -0.18 0.12
H 1.259 1.288 -7.373 -0.54 0.07 -0.01
H -4.702 -2.479 1.930 -0.12 0.10 0.05
H 1.045 -6.308 2.481 -0.03 -0.26 0.21
H -4.227 -0.677 -0.409 -0.57 0.16 0.11
H 0.423 6.229 4.854 -0.38 0.30 -0.15
H -4.095 -0.112 -4.095 -0.02 -0.10 0.18
H -0.203 -6.700 -2.779 -0.33 -0.23 -0.10
H -1.752 -2.926 5.642 0.11 0.17 0.47
H 5.976 3.768 -0.186 0.36 -0.17 -0.22
C -0.658 5.353 3.138 0.44 1.20 0.16
C -3.643 0.692 -3.514 0.89 0.32 -0.83
H -0.525 -4.397 2.385 -0.07 0.41 -0.06
H 3.391 1.812 -2.545 0.38 0.14 0.22
C -2.806 1.701 2.167 -0.69 1.60 0.24
H -1.264 -2.782 4.033 0.25 0.28 -0.26
H 1.921 0.409 -0.331 0.04 -0.35 -0.22
H -2.927 -6.049 0.585 0.24 -0.33 0.06
C 5.584 2.966 0.440 1.16 0.38 0.79
H 0.926 -1.627 0.776 0.15 -0.09 -0.46
H 1.947 6.054 -0.509 0.08 0.18 0.12
H -2.215 -8.947 -1.883 -0.02 -0.29 -0.03
H 2.253 2.815 4.575 -0.24 0.26 -0.38
H -1.606 5.023 4.779 -0.04 0.01 0.14
H -0.660 -9.209 -2.699 0.12 0.56 -0.09
H 2.075 1.355 5.393 0.18 -0.40 0.03
H 0.245 2.296 -1.014 0.71 0.03 -0.22
C 0.910 6.050 -0.174 -0.21 0.09 -0.25
H 4.277 -0.138 -0.245 -0.38 0.09 -0.40
H -4.344 -7.173 2.043 -0.22 -0.50 0.89
H 1.919 2.604 -2.933 -0.12 0.39 0.01
H -3.638 1.461 -1.472 0.52 0.31 -0.30
H -3.064 0.688 4.016 -0.25 -0.09 0.27
H 2.493 -1.969 -0.942 -0.14 0.00 0.36
O 0.330 -2.467 -4.662 0.90 -1.07 -0.33
O 0.902 -0.754 -7.015 -0.74 0.43 -0.06
H 8.497 1.164 1.330 0.02 0.36 0.28
H -2.673 5.649 -3.775 -0.18 0.78 0.23
H -2.708 2.935 0.412 0.02 0.07 0.01
H -2.701 -7.312 4.055 -0.61 -0.21 0.03
H -4.552 1.541 3.500 0.04 0.13 0.15
H 2.392 -0.653 2.972 -0.16 0.47 -0.19
H -4.156 4.144 -5.121 0.36 -0.08 0.39
C -1.790 6.693 -5.472 -0.17 0.31 0.30
H -0.212 -1.232 -0.623 0.12 -0.68 0.28
H -0.865 7.221 2.145 -0.60 0.26 -0.09
C -2.095 -2.486 -4.543 0.54 0.51 0.43
C -1.485 6.444 -0.937 0.02 -0.30 -0.63
H 5.221 2.148 -0.182 -0.47 0.17 0.12
H 1.201 6.368 3.238 0.21 0.21 0.24
H -3.403 4.879 -6.501 -0.71 0.17 -0.47
O 6.095 1.431 2.227 -0.17 -1.16 0.61
O -5.469 0.851 -2.033 -0.76 0.16 -0.39
```
Positions in Å, forces in eV/Å.

The calculation puts the HOMO energy at -9.236 eV. The energy above the lowest of the compared OMol25 structures with the same formula, charge and spin comes out at 268.4 kJ/mol. For the lowest unoccupied orbital energy, the calculation gives 0.00989 Ha.

Atom charges from the Mulliken analysis, given in e for atoms 1 to 99: atom 1 (H): -0.3871, atom 2 (H): 0.2749, atom 3 (H): 0.4415, atom 4 (H): -0.4315, atom 5 (H): 0.3441, atom 6 (H): 0.3252, atom 7 (H): -0.4068, atom 8 (H): 0.4015, atom 9 (H): 0.3267, atom 10 (C): -1.5872, atom 11 (C): -1.4440, atom 12 (C): -0.8136, atom 13 (H): 0.2083, atom 14 (C): -0.6364, atom 15 (O): -0.1463, atom 16 (C): -1.4298, atom 17 (H): -0.1965, atom 18 (H): 0.0089, atom 19 (H): 0.6697, atom 20 (H): -0.2413, atom 21 (O): -0.6295, atom 22 (C): -0.8438, atom 23 (H): -0.0392, atom 24 (H): -0.7791, atom 25 (H): 0.3686, atom 26 (H): -0.0180, atom 27 (C): 1.6156, atom 28 (H): -0.1253, atom 29 (C): 0.9665, atom 30 (H): 0.4058, atom 31 (H): 0.3766, atom 32 (C): -0.6932, atom 33 (O): -0.6239, atom 34 (H): -0.2092, atom 35 (C): -1.4941, atom 36 (C): -1.1684, atom 37 (H): 0.1845, atom 38 (C): -1.5475, atom 39 (C): 1.3628, atom 40 (H): 0.2108, atom 41 (C): -0.3996, atom 42 (H): 0.0717, atom 43 (O): -0.4872, atom 44 (H): 0.3438, atom 45 (H): 0.4470, atom 46 (H): 0.5071, atom 47 (C): 0.8686, atom 48 (C): -1.1295, atom 49 (H): 0.5544, atom 50 (C): 0.2977, atom 51 (C): -1.5488, atom 52 (H): 0.2629, atom 53 (C): 0.6227, atom 54 (H): 0.4839, atom 55 (H): 0.1222, atom 56 (C): -1.5029, atom 57 (H): 0.3606, atom 58 (H): 0.3561, atom 59 (H): 0.0651, atom 60 (H): 0.4382, atom 61 (H): 0.1313, atom 62 (H): 0.2509, atom 63 (H): 0.3951, atom 64 (H): 0.2375, atom 65 (H): 0.3595, atom 66 (H): 0.3164, atom 67 (C): -0.6334, atom 68 (H): 0.5838, atom 69 (H): 0.3580, atom 70 (H): -0.2040, atom 71 (H): 0.2605, atom 72 (H): 0.3001, atom 73 (H): 0.2230, atom 74 (H): 0.4796, atom 75 (H): 0.2536, atom 76 (O): -0.4743, atom 77 (O): 0.2124, atom 78 (H): 0.4317, atom 79 (H): -0.1700, atom 80 (H): 0.2642, atom 81 (H): 0.2788, atom 82 (O): -0.6439, atom 83 (C): 1.3532, atom 84 (H): -0.0628, atom 85 (H): 0.4419, atom 86 (C): -1.0468, atom 87 (H): 0.4307, atom 88 (H): 0.1919, atom 89 (C): -0.5875, atom 90 (C): -0.7736, atom 91 (C): -1.3164, atom 92 (H): 0.3465, atom 93 (H): 0.4931, atom 94 (C): -0.8993, atom 95 (C): -0.7691, atom 96 (H): 0.3053, atom 97 (H): -0.0355, atom 98 (C): 0.3630, atom 99 (H): 0.4740